Record 1
DFT (ωB97M-V/def2-TZVPD) results for a single C6H10O molecule.

```
! wB97M-V def2-TZVPD RIJCOSX def2/J DEFGRID3
* xyz 0 1
C 0.78775 -0.08197 1.94076
C 0.96021 -0.01945 0.43166
O 0.60440 -1.30347 -0.07322
C -0.10793 -1.20568 -1.29949
C -0.60071 0.21967 -1.40643
C -1.40719 0.72408 -0.24200
C 0.06992 0.97538 -0.29688
H 1.49422 -0.79971 2.36868
H -0.22654 -0.42286 2.17255
H 0.94642 0.89540 2.40804
H 2.01014 0.20985 0.18325
H 0.53495 -1.45891 -2.15413
H -0.92011 -1.94067 -1.25445
H -0.73884 0.65401 -2.39230
H -1.78398 -0.00648 0.47217
H -2.06218 1.57390 -0.41365
H 0.43946 1.98692 -0.44455
*
```

## Properties
* relative energy (zero: lowest compared OMol25 entry of this formula, charge and spin): 0.599 eV
* SMILES string: C[C@H]1OC[C@H]2C[C@H]21

---

Record 2
DFT (ωB97M-V/def2-TZVPD) results for a molecular structure, C5H15CuO6PSi.

```
! wB97M-V def2-TZVPD RIJCOSX def2/J DEFGRID3
* xyz 1 1
C 1.86958 -2.95509 0.30245
C 0.71828 -2.05565 -0.03976
O 0.79045 -0.81702 0.68917
Si 0.69520 0.61176 -0.15553
O -0.58540 1.54500 0.35512
C -1.63128 0.84701 0.94900
C -2.70419 0.28560 0.04411
C -3.14439 1.28512 -1.01066
O -2.34102 -0.98300 -0.48150
P 2.51577 1.91266 0.09921
O 2.04567 3.14615 0.68743
O 3.55987 1.18240 1.05076
O 3.23866 2.15886 -1.28306
H 1.69686 -3.51013 1.21092
H 2.01204 -3.68382 -0.47916
H 2.79741 -2.41073 0.40966
H 0.70487 -1.91578 -1.11244
H -0.19777 -2.57461 0.20370
H 0.52605 0.34288 -1.59770
H -2.13255 1.52245 1.63120
H -1.18445 0.01633 1.54340
H -3.54675 0.09563 0.69699
H -4.17648 1.54609 -0.84889
H -2.56333 2.19331 -0.98829
H -3.04138 0.86763 -1.99806
H -1.79777 -0.83216 -1.27107
H 4.17253 0.65288 0.50559
H 2.83828 2.93724 -1.71133
Cu -1.13479 -1.41099 2.59874
*
```

---

For the records above, the corresponding HOMO level values read -9.52, -12.88 eV.